A 16-piece molecular cluster, C84H198N10O18 overall. Source: OMol25; level of theory: ωB97M-V/def2-TZVPD.

Last column: Löwdin charge in e.
Atoms and positions in Å:
C 0.0186 5.4692 -1.6552  -0.0483
C 1.4216 6.0353 -1.1568  -0.2396
N 1.4506 6.3037 0.2107  -0.2112
C 0.6357 7.3766 0.7349  -0.2356
C 1.3984 8.6000 1.4238  -0.0616
C 1.3158 5.1127 1.0295  -0.2432
C 2.5370 4.2019 0.8655  -0.0465
H -0.0586 5.5638 -2.7147  0.0447
H -0.8233 6.0345 -1.2331  0.0662
H -0.1293 4.3851 -1.5177  0.0468
H 2.1687 5.3548 -1.5527  0.1075
H 1.6337 6.8586 -1.7960  0.0772
H 0.2067 7.9033 -0.1232  0.1038
H -0.1474 6.8813 1.3155  0.1092
H 0.5488 9.3745 1.5607  0.0932
H 1.7641 8.3569 2.4102  0.0340
H 2.2070 8.8974 0.7485  0.0657
H 0.3708 4.6728 0.7475  0.1061
H 1.2444 5.4640 2.0254  0.0658
H 3.4148 4.8221 0.9906  0.0889
H 2.4498 3.7578 -0.1115  0.0232
H 2.4694 3.2712 1.4698  0.0631
C -0.8688 3.0628 3.3217  -0.0591
C -0.9665 4.3995 4.0801  -0.2988
N -2.2726 5.0054 4.2010  -0.1623
C -2.1302 6.1298 5.1643  -0.2676
C -3.2184 7.1693 4.9334  -0.0963
C -3.3237 4.0331 4.7270  -0.2121
C -2.9924 3.3690 6.0386  -0.0868
H 0.1683 2.8340 3.0368  0.0659
H -1.4307 3.1810 2.4097  0.0635
H -1.3215 2.2252 3.9039  0.0678
H -0.5001 4.2873 5.0357  0.0787
H -0.3998 5.1268 3.4980  0.0954
H -1.9364 5.7655 6.2005  0.1169
H -1.0740 6.5056 4.9160  0.1153
H -4.0980 6.9696 5.6257  0.0837
H -2.8283 8.1592 5.1575  0.0564
H -3.6032 7.2614 3.8823  0.0890
H -3.5118 3.3414 3.8903  0.0884
H -4.2144 4.6340 4.7899  0.0978
H -1.9867 3.0462 5.9927  0.0251
H -3.6740 2.5253 6.3330  0.0988
H -3.2500 4.0233 6.8431  0.0652
C -3.7330 4.7325 -5.1695  -0.0887
C -4.2236 4.1661 -3.8625  -0.2703
N -3.3728 3.0732 -3.3498  -0.1614
C -3.2588 1.8427 -4.1794  -0.2591
C -4.5602 1.0918 -4.4396  -0.0843
C -3.8271 2.7499 -1.9712  -0.2605
C -3.6090 3.8640 -0.9629  -0.0908
H -4.4807 5.3612 -5.7005  0.0861
H -3.4108 3.9435 -5.8506  0.0535
H -2.8411 5.3187 -5.0503  0.0582
H -4.2648 5.0024 -3.0597  0.1294
H -5.2676 3.8676 -3.8557  0.0982
H -2.7766 2.1028 -5.1652  0.1047
H -2.4986 1.1868 -3.7028  0.0899
H -4.9478 0.7502 -3.4541  0.0593
H -5.2701 1.7740 -4.9260  0.0702
H -4.3444 0.2771 -5.1464  0.0760
H -3.2625 1.8475 -1.6121  0.1074
H -4.8780 2.4762 -1.9466  0.0969
H -3.3053 3.4678 -0.0128  0.0295
H -4.4985 4.5543 -0.8391  0.0927
H -2.8009 4.5769 -1.1754  0.0601
C -2.2552 0.1520 8.0249  -0.0876
C -1.1210 1.1088 8.1457  -0.2839
N 0.1020 0.6996 7.4678  -0.1458
C 0.0151 1.0598 6.0306  -0.2417
C 0.7388 0.0964 5.0970  -0.0585
C 1.3244 1.3178 7.9894  -0.2600
C 1.7388 0.8825 9.3610  -0.0691
H -3.0768 0.4409 8.7159  0.0899
H -1.9404 -0.8707 8.1518  0.0685
H -2.6735 0.0967 7.0025  0.0637
H -1.4235 2.1134 7.9454  0.0944
H -0.8740 1.1096 9.1958  0.0992
H 0.3160 2.0845 5.8653  0.0907
H -1.0722 0.9748 5.8025  0.0980
H 1.7768 0.3462 4.9826  0.0395
H 0.3602 0.2174 4.0514  0.0812
H 0.5923 -0.9176 5.4321  0.0515
H 2.0957 1.1277 7.2447  0.1110
H 1.2204 2.3848 8.0664  0.1009
H 0.9179 0.6657 9.9775  0.0493
H 2.3745 0.0184 9.2653  0.0682
H 2.3381 1.6318 9.8348  0.0716
C 5.3136 1.3983 -0.0371  -0.0756
C 5.7782 -0.0753 -0.0779  -0.2157
N 5.3719 -0.8289 1.1583  -0.2064
C 3.9563 -1.0708 1.2661  -0.2546
C 3.3232 -2.0373 0.2795  -0.0865
C 6.2081 -1.9330 1.5475  -0.2720
C 5.8901 -2.4097 2.9166  -0.0858
H 4.3450 1.5922 -0.4910  0.0458
H 6.0479 2.0056 -0.6498  0.0881
H 5.3560 1.6363 1.0374  0.0646
H 5.3984 -0.5701 -1.0177  0.1122
H 6.8583 -0.1331 -0.0936  0.0992
H 3.7518 -1.4128 2.2831  0.0928
H 3.4682 -0.0885 1.1244  0.1080
H 2.2285 -2.1285 0.4408  0.0660
H 3.6352 -1.7350 -0.7263  0.0689
H 3.6066 -3.0901 0.3703  0.0391
H 7.2331 -1.5421 1.4673  0.1186
H 6.1739 -2.7434 0.7718  0.1120
H 6.6102 -3.1348 3.2567  0.0757
H 4.9084 -2.8992 3.0644  0.0522
H 5.8843 -1.5474 3.6302  0.0763
C -7.4160 -1.5812 2.5307  -0.0827
C -8.2872 -1.7692 1.2915  -0.2823
N -7.4051 -2.1669 0.2267  -0.1671
C -8.0941 -2.9773 -0.7943  -0.2858
C -8.5489 -4.2717 -0.2276  -0.1135
C -6.6862 -0.9469 -0.3955  -0.2143
C -5.2796 -1.1912 -0.7866  -0.0909
H -6.6759 -0.8192 2.3479  0.0256
H -6.8201 -2.4563 2.8028  0.0773
H -8.1493 -1.2971 3.2908  0.0782
H -9.0007 -2.5901 1.5323  0.1101
H -8.8256 -0.8343 1.1431  0.1146
H -8.8983 -2.4473 -1.3007  0.1158
H -7.4315 -3.1748 -1.6072  0.0935
H -8.8196 -4.9871 -0.9790  0.0596
H -7.8005 -4.7513 0.4878  0.1027
H -9.5174 -4.1491 0.3356  0.0777
H -6.6683 -0.1122 0.3928  0.1172
H -7.3379 -0.6563 -1.1369  0.0818
H -5.0891 -2.0086 -1.4951  0.0842
H -4.7115 -1.3502 0.1144  0.0516
H -5.0824 -0.1978 -1.2238  0.0703
C -1.5045 -3.0094 -8.0651  -0.0912
C -1.1479 -3.4165 -6.6476  -0.2805
N 0.1508 -3.0213 -6.1409  -0.1828
C 0.3397 -1.5386 -5.9738  -0.2210
C 1.7715 -1.0759 -6.0775  -0.0993
C 0.5800 -3.7920 -4.9968  -0.2835
C 0.9957 -5.2380 -5.3348  -0.0727
H -1.2401 -1.9501 -8.1732  0.0537
H -2.6034 -3.2067 -8.2291  0.0867
H -0.9793 -3.5328 -8.9112  0.0821
H -1.9385 -2.9948 -6.0502  0.1039
H -1.1921 -4.4902 -6.5198  0.0928
H -0.2988 -0.9091 -6.6201  0.1041
H -0.0122 -1.2299 -4.8932  0.1227
H 1.7937 -0.0360 -5.8196  0.0247
H 2.5012 -1.5940 -5.4390  0.0818
H 2.1059 -1.0969 -7.0731  0.0551
H -0.1938 -3.7566 -4.1615  0.1173
H 1.4429 -3.2229 -4.5700  0.1061
H 1.9633 -5.1022 -5.8529  0.0829
H 0.3268 -5.7696 -6.0158  0.0511
H 1.1159 -5.8320 -4.4088  0.0614
C 5.0838 4.7849 -6.3826  -0.0819
C 4.7348 3.6164 -7.3453  -0.2433
N 5.1986 2.3075 -6.9109  -0.1863
C 4.9917 1.2567 -7.9071  -0.2864
C 5.6236 1.4752 -9.2536  -0.0921
C 4.6093 1.9650 -5.6198  -0.2620
C 5.6204 1.9077 -4.4421  -0.0706
H 4.6837 4.6719 -5.2991  0.0888
H 4.6290 5.7285 -6.7522  0.0724
H 6.1536 4.9731 -6.2191  0.0684
H 3.5908 3.6228 -7.4252  0.1273
H 5.1570 3.7494 -8.3398  0.0915
H 3.8917 1.0235 -8.0245  0.1196
H 5.3515 0.3146 -7.4848  0.1147
H 5.3708 2.4313 -9.6985  0.0563
H 5.2632 0.6810 -9.8907  0.0710
H 6.7237 1.4164 -9.0853  0.0948
H 3.7946 2.6691 -5.3575  0.0882
H 4.1661 0.9559 -5.7132  0.1007
H 6.1989 2.7806 -4.2827  0.0423
H 5.1409 1.7151 -3.4239  0.0711
H 6.3153 1.0734 -4.6369  0.0734
C 5.0489 -5.4554 0.0655  -0.0868
C 3.8626 -6.1804 0.5126  -0.2877
N 2.6743 -5.3709 0.3318  -0.1763
C 2.1216 -5.5075 -1.0517  -0.2192
C 1.3832 -4.2327 -1.4543  -0.0692
C 1.7258 -5.7053 1.3838  -0.2676
C 2.0676 -5.0857 2.7094  -0.0650
H 4.8139 -5.1189 -0.9225  0.0646
H 5.9770 -6.0067 0.0026  0.0832
H 5.2401 -4.6146 0.7020  0.0422
H 3.8002 -7.1395 0.0427  0.1147
H 4.0024 -6.3822 1.5646  0.1101
H 3.0587 -5.4844 -1.6602  0.1147
H 1.5234 -6.3786 -1.2822  0.0802
H 1.0754 -4.2034 -2.5181  0.0428
H 0.4821 -4.1146 -0.7957  0.0735
H 2.1047 -3.4166 -1.1778  0.0549
H 1.6322 -6.7930 1.4873  0.1106
H 0.7673 -5.3028 1.0297  0.0985
H 1.1394 -4.8306 3.1532  0.0450
H 2.7198 -4.2346 2.4574  0.0802
H 2.6600 -5.7698 3.3377  0.0893
C 1.8115 2.0768 -2.4545  -0.0562
C 1.4225 0.5959 -2.3340  -0.2100
N -0.0157 0.3910 -2.0552  -0.1578
C -0.4998 -0.9760 -1.9620  -0.2618
C -1.9751 -1.1839 -1.9265  -0.0969
C -0.4318 1.0815 -0.8396  -0.2364
C 0.3726 0.7587 0.4033  -0.0581
H 1.6766 2.6528 -1.5157  0.0466
H 1.2218 2.5387 -3.2231  0.0534
H 2.8011 2.1574 -2.8598  0.0536
H 1.6150 0.1456 -3.3183  0.0980
H 2.0366 -0.0127 -1.6434  0.1047
H -0.1245 -1.5418 -2.8564  0.1031
H -0.1882 -1.4167 -0.9770  0.1090
H -2.5154 -0.7257 -2.7647  0.0636
H -2.2364 -2.2501 -1.9751  0.0770
H -2.4881 -0.8097 -1.0167  0.0557
H -1.4790 0.8320 -0.6904  0.0798
H -0.3429 2.1805 -1.0235  0.1052
H 0.6320 -0.2748 0.5305  0.0412
H -0.2948 0.9281 1.2260  0.0553
H 1.3372 1.2986 0.3936  0.0735
C -4.4919 -5.1285 -0.5024  -0.0359
C -3.9016 -4.1452 0.4832  -0.2203
O -2.7808 -4.6433 1.2106  -0.0012
C -2.8777 -5.3497 2.3864  -0.5635
O -1.9325 -5.4630 3.1359  0.0938
O -4.0652 -5.8910 2.6453  -0.0192
C -4.0379 -6.8555 3.7721  0.0116
H -4.8765 -5.9167 0.0749  0.0571
H -3.7840 -5.4599 -1.2205  0.0649
H -5.3078 -4.5836 -1.0467  0.0877
H -4.6570 -3.8262 1.2569  0.1377
H -3.5000 -3.2322 -0.0230  0.1079
H -3.3577 -7.6848 3.5008  0.1025
H -5.1019 -7.1472 3.9041  0.1046
H -3.6196 -6.3489 4.6542  0.0945
C -2.1997 -8.6315 -5.7311  -0.0696
C -1.2646 -7.9024 -4.8011  -0.2281
O -1.2666 -8.5278 -3.4974  0.0496
C -0.8767 -7.7801 -2.4837  -0.6118
O -0.3704 -6.6753 -2.5388  0.0942
O -1.2679 -8.4346 -1.4095  0.0171
C -0.8553 -7.7980 -0.1841  -0.0168
H -3.2544 -8.6009 -5.3646  0.0844
H -1.8658 -9.7050 -5.7130  0.0922
H -2.2888 -8.2197 -6.7887  0.0993
H -1.5360 -6.8344 -4.6838  0.1255
H -0.2696 -7.9165 -5.1359  0.0968
H 0.2511 -7.9235 0.0361  0.1090
H -1.4292 -8.2229 0.6066  0.0789
H -1.2201 -6.7541 -0.2893  0.0985
C 0.7237 2.3582 -6.1260  -0.0473
C 0.5018 3.8561 -6.2862  -0.1840
O 1.2526 4.5055 -5.2584  0.0293
C 1.5520 5.7496 -5.5534  -0.6250
O 1.1485 6.3686 -6.5022  0.1326
O 2.3773 6.1815 -4.5739  -0.0314
C 2.4202 7.6055 -4.4094  -0.0444
H 0.3236 1.9283 -5.2201  0.0668
H 1.7874 2.3263 -6.0364  0.0398
H 0.3870 1.7426 -6.9451  0.0803
H -0.5016 4.1611 -6.1528  0.1055
H 0.8661 4.2230 -7.2496  0.1268
H 2.8101 7.7830 -3.4018  0.0838
H 1.4826 8.1039 -4.5373  0.0885
H 3.1603 8.0380 -5.1443  0.1123
C 2.2756 5.8510 4.8199  -0.0461
C 2.1836 4.3642 5.0904  -0.1949
O 3.5274 3.8435 4.9359  0.0254
C 3.6588 2.6481 4.3190  -0.5869
O 2.8150 2.0989 3.6603  0.1020
O 4.8646 2.2372 4.6550  0.0174
C 5.2958 0.9857 4.1535  -0.0315
H 1.4449 6.3692 5.2109  0.0490
H 2.3020 6.0905 3.7681  0.0576
H 3.1133 6.3222 5.3445  0.0933
H 1.5040 3.7466 4.4969  0.0787
H 1.8659 4.1763 6.1386  0.1238
H 5.0933 0.9068 3.0630  0.0812
H 4.7601 0.1964 4.6874  0.0831
H 6.3250 0.9564 4.3623  0.0849
C 3.5864 -2.1734 6.5169  -0.0451
C 3.2401 -3.1879 5.4873  -0.2386
O 1.8943 -3.5975 5.5419  -0.0172
C 1.5084 -4.2383 6.6427  -0.6230
O 2.2903 -4.7976 7.3702  0.1273
O 0.2097 -4.3718 6.7054  0.0247
C -0.7368 -3.7889 5.7741  -0.0038
H 2.7876 -1.4209 6.6399  0.0800
H 4.5245 -1.6974 6.2344  0.0712
H 3.7294 -2.6941 7.4685  0.0856
H 3.7601 -4.1457 5.5615  0.1350
H 3.2745 -2.8031 4.4717  0.0964
H -0.6933 -4.4342 4.9130  0.0627
H -0.5846 -2.7423 5.4584  0.0743
H -1.7156 -3.7887 6.2968  0.1080
C -4.5015 1.5644 1.7826  -0.0540
C -4.0040 0.3713 2.5334  -0.2047
O -2.9127 -0.1804 1.7589  -0.0043
C -2.1352 -1.1061 2.4308  -0.5338
O -2.3763 -1.4396 3.5684  0.1237
O -1.1064 -1.5088 1.6641  -0.0185
C -0.4114 -2.6194 2.1817  -0.0385
H -5.0875 2.2049 2.4325  0.0841
H -5.1821 1.3657 0.9665  0.0584
H -3.6772 2.1470 1.4199  0.0483
H -4.7786 -0.3572 2.7947  0.1051
H -3.5825 0.6312 3.5134  0.1164
H -1.0543 -3.3588 2.5488  0.0455
H 0.3179 -2.3316 2.9247  0.0980
H 0.1087 -3.0817 1.3271  0.0888

Cartesian forces, eV/Å:
0.5362 -0.1051 0.4204
-2.2005 -1.2932 -2.3005
1.6787 0.4397 1.7486
0.7129 1.2327 -0.9394
-2.4816 -0.7626 -0.1899
0.9788 0.0504 -0.8147
-1.6448 -0.9007 0.1968
0.0519 0.2946 -0.9953
0.2052 -0.2299 0.1022
0.0701 0.4111 0.4639
0.3729 -0.5001 0.7076
-0.0224 1.4220 0.0309
-0.5529 -0.3461 -0.0086
-0.2644 0.7866 0.3332
1.7266 -0.7840 -0.3071
0.3537 -0.0819 0.2462
-0.2903 0.2463 0.2701
-0.4775 -0.9125 0.1972
-0.1047 0.1225 1.1742
0.4023 -0.3457 0.0589
0.6061 0.2508 -0.7308
0.3289 0.9450 0.3784
-0.5946 0.1146 0.6304
0.2887 -0.5555 -1.3884
-1.2218 -0.9371 1.5988
2.0847 -0.1993 -1.6492
-1.1110 0.1815 0.7642
0.5051 0.6994 -1.6859
-2.0476 -0.7340 -0.0363
-0.2706 -0.0377 0.3022
-0.2782 -0.1396 -0.5481
0.4698 0.4707 -0.4685
0.5402 -0.0498 0.9851
0.3780 0.0410 0.1485
-0.8377 0.3087 -0.3103
-1.5596 0.2458 0.1488
0.9024 0.3765 -0.9086
-0.0902 0.1325 0.3293
0.5674 -0.6464 0.9037
0.1749 -0.0694 0.4571
-0.5449 0.1688 0.1633
0.9856 -0.3882 0.5926
0.6845 0.2406 -0.9378
0.7086 0.8182 0.6987
-0.4106 0.0286 -0.8752
0.2798 0.8396 1.6602
-0.2635 -0.1163 0.7378
0.8942 0.7125 -0.5769
0.2749 0.2863 0.3033
1.3629 -0.5767 -0.2867
-0.4881 1.8284 -0.0099
0.3563 -0.4408 0.4528
-0.3704 -0.1098 -0.1142
0.4074 0.4754 0.3694
0.5137 -1.2547 -1.2589
-0.5247 -0.3221 -0.5942
-0.5175 -0.0290 0.8888
-0.5054 0.4439 -0.0232
-0.0760 -0.1354 -0.9150
-0.0618 -0.2818 0.2179
-0.2995 -0.0391 0.4718
-0.3737 0.6789 -0.5061
-0.5078 -0.1546 -0.0847
-0.2980 -0.2410 0.5727
0.7261 -1.0303 0.0747
0.0612 -0.4541 -0.5906
-1.3903 -0.2303 -1.1487
1.2013 -0.6428 1.2443
0.3494 0.3263 -1.1169
-1.5434 -1.4561 0.2474
-0.4812 0.7955 -0.8991
-0.5850 -0.0477 -0.1148
1.2206 -0.6164 -0.8288
0.4904 -0.3771 -0.3973
0.2346 -0.3495 0.7230
-0.0362 0.4436 0.2645
-0.2089 1.0068 -0.5309
0.1234 0.1447 0.5518
0.1438 0.5991 -0.1036
0.6640 0.2201 -0.1012
0.6856 -0.1514 0.2568
0.0014 -0.1756 0.7480
0.0415 -0.3514 0.0241
0.2150 -0.0308 0.0969
-0.3289 1.0907 -0.4400
-1.0792 -0.3631 0.8890
0.0746 -0.6482 0.2788
0.3114 0.5990 0.3163
1.4479 -0.2556 -0.3604
-1.1091 -1.0475 0.1999
-0.0057 1.3017 -0.8648
-0.6765 0.4990 0.0768
0.0341 -0.5835 0.0265
0.4731 0.0731 -2.0441
-0.6202 0.1287 1.6121
-0.2549 -0.1792 0.3021
-0.7250 -0.4625 0.9270
-0.1785 0.6162 -0.5574
0.4121 0.2705 0.6786
0.2837 0.1181 -0.1112
-0.1914 0.2769 0.0273
-0.0071 -0.3314 0.2874
0.4762 0.6781 -0.4422
-0.7080 -0.0319 -0.1042
0.4689 0.1923 0.2796
-0.0394 -0.2639 0.3961
-0.0485 0.1152 0.6318
0.4550 -0.2207 0.1606
0.4156 0.1840 -0.5308
0.1781 -0.6448 -0.5109
-0.8286 0.0049 0.1198
0.8685 -1.1070 1.1877
0.5935 0.7343 -1.5020
0.7299 0.8399 0.2983
-1.0422 -1.0977 2.1163
-1.1091 -1.6366 3.9215
-0.1371 0.7016 -0.6508
-0.0439 0.6245 0.1501
-0.5206 -0.2105 -0.0090
0.7046 0.1251 0.5870
0.3374 0.7218 -0.3910
-0.3678 0.1574 -0.4329
-0.6288 0.3062 0.1596
1.0227 -0.1170 -0.4912
0.1494 -0.4158 -0.6311
-0.8219 0.7378 -1.0150
0.9876 -0.1055 -0.2739
-0.2275 -1.2004 -1.0683
-1.1325 1.1018 -2.1944
-0.2167 0.3329 0.0450
0.5020 0.0588 0.1614
1.0657 -0.5250 -0.1520
-0.0301 -0.3784 -1.1554
0.2933 -0.2347 -0.0844
0.3852 1.4534 -1.2523
-0.9517 -0.5704 2.5762
-0.0668 -0.0995 0.6948
-0.3697 0.5865 1.1538
0.8729 0.7840 0.1963
-0.5493 -0.1201 -0.2203
1.0650 0.5548 0.1592
-0.1889 0.2262 1.0635
-0.6025 0.2455 0.8265
-0.2483 -0.2874 -0.1089
0.2422 -0.7706 -0.0518
0.3044 -0.5583 -1.6216
0.0961 0.6563 0.4277
-0.3900 -0.0173 -0.1343
0.5891 -0.3946 -1.4784
0.4109 -0.1768 -0.7728
-0.4527 -0.7615 -0.2202
-0.3261 -0.5704 0.1904
-0.0655 0.2368 0.1536
0.0089 0.3024 -0.5179
-0.4818 0.2237 1.3243
-0.8358 0.2496 0.5526
0.1438 0.3080 0.2974
-1.5316 -0.3551 0.6908
1.0036 0.0014 0.7126
0.0348 -0.4244 0.9316
-0.8787 -1.5550 0.6145
0.3222 -0.1457 -1.8823
0.2536 -0.5650 0.0697
-0.1142 -0.2718 -0.4654
1.0214 -0.0567 -0.1733
-0.1518 0.6054 0.1396
0.4449 0.5141 -0.0731
0.3349 0.1248 0.0422
-0.0189 -0.0037 -0.1461
0.2353 -0.1934 -0.4031
-0.6424 0.0751 -0.5954
0.2571 -0.3293 -0.1963
-0.0374 0.3917 0.1856
0.5147 1.0820 -0.2991
0.2236 0.0175 -1.4002
-0.1364 0.3169 0.1714
1.1535 0.5259 -0.7679
-0.1632 -0.2293 1.0597
-0.7119 -0.7694 -0.3505
1.7169 1.3346 -0.1305
0.0381 0.5421 1.0870
-0.7129 0.0153 -1.2009
1.4666 -0.3297 -0.5780
0.3476 0.6506 -0.7685
0.1141 -0.5271 0.0700
0.0068 0.5935 0.2438
-0.3084 -0.9326 -0.5626
-0.2730 -0.1695 0.5113
-0.8551 -0.5482 0.0077
0.0884 -0.5096 0.3184
0.2498 -0.0756 0.7801
0.5069 0.0664 -0.7185
-1.0582 -0.5351 -0.7494
-0.2396 -0.1692 -0.0442
-0.0514 -0.2657 0.2669
-0.5107 0.5247 1.0000
-0.4671 0.1664 0.5048
-0.3765 0.2878 0.0112
-0.5961 -0.5251 0.7231
-0.5729 -0.8704 -0.4930
-0.4754 0.7789 -0.0277
1.4367 -0.9728 -0.0233
-2.0778 0.3452 -0.0874
0.3487 0.9285 -0.6245
0.5289 0.1597 -0.2763
0.3398 -0.3983 -0.6349
-0.7225 0.2856 -0.2055
0.8728 0.0349 0.2932
-0.0720 -0.0260 0.0600
0.1058 0.5344 0.1505
0.1336 0.2555 1.0729
0.5518 -0.2458 -0.9094
0.2074 0.0388 -0.0342
0.3816 0.0580 0.0241
0.4772 -0.1514 -0.3158
-0.0264 0.2907 0.1559
-0.3985 -0.6876 0.1797
0.1019 -0.6661 -0.3423
0.2171 0.7486 0.8571
-0.5783 0.1119 0.4966
-0.6889 2.1080 -0.0235
-0.7326 1.3020 0.6095
0.7645 -1.1834 1.5744
0.5063 0.5939 -0.2545
-0.2107 0.0757 -0.9300
-0.1529 -0.5053 -0.0179
-0.0600 0.6350 -0.4277
-0.7387 -1.3403 0.3575
0.7575 -0.3786 -0.5851
0.5129 -0.6362 0.4869
0.4443 -0.1676 -1.0262
-0.3347 -0.7607 0.4340
-0.6077 0.3259 0.1295
0.9413 0.0817 -0.0883
-0.3486 -0.2272 -0.2831
-0.9232 -0.9882 -0.3147
-1.0055 1.3563 0.3782
-0.4135 -0.2118 -1.2407
-0.4726 0.8690 -0.5227
-0.2304 -0.9589 0.0363
0.7817 -0.2467 1.3639
0.3306 1.0047 -0.3450
0.8224 -0.0755 0.0128
-0.5266 0.8958 -0.4985
0.7407 -0.4777 1.3739
0.0447 -0.5240 0.0386
1.3673 -0.0827 -0.6681
-1.4123 0.3753 -0.5281
-0.3263 -0.6886 0.4710
0.9549 -0.3292 0.4368
0.1006 0.7952 0.2450
0.1938 -0.9094 -0.4306
0.2567 -0.6954 -0.0114
0.4079 0.5581 0.6427
0.2315 0.3289 0.2401
-0.8026 0.5320 -0.1558
2.1922 0.3112 -0.6158
-0.3630 0.1419 0.4174
0.8598 -0.7216 -0.1287
-0.0870 0.1176 -0.4932
-1.2488 0.2599 -0.0774
-0.1472 -0.2121 0.0620
-0.1322 -0.1126 -0.2459
-0.7304 -0.0499 -0.1370
-0.8143 -0.3670 0.6895
0.3110 -0.2399 -0.0462
0.4055 -0.2735 0.6614
-0.5334 -0.3423 -0.1185
-0.4155 1.1174 0.9832
0.3450 -0.3274 -0.1262
0.2717 0.1386 -0.1138
-1.5949 -0.2653 -1.0516
-1.3870 0.4266 0.4808
0.3470 -0.0356 -0.3695
0.1866 -0.4488 -0.2549
0.1907 0.6072 -0.3505
0.4120 0.1512 -0.3588
0.2255 -0.1321 0.7417
0.0981 -0.0853 -0.1433
1.3134 -0.2301 0.1544
0.1748 0.0991 0.7937
-0.1561 -0.9000 -1.0343
-1.8294 1.0357 0.0227
0.9253 -1.0999 -1.0227
-0.4205 0.3341 0.6071
-1.1328 0.4177 1.0105
-0.1177 0.3204 0.2595
0.3584 -0.2373 -0.2079
0.0184 0.1748 0.1053
0.0043 0.3082 -0.0105
0.8748 0.4660 0.0131
0.4935 0.1244 -0.0595
-0.5398 -0.0340 -0.4023
0.5536 -0.4747 0.3942
0.6601 -0.4096 -0.4034
-0.6415 0.3115 0.2996
0.6433 -0.1012 0.8366
0.9435 -1.4709 0.1997
-0.8126 1.0235 0.0375
0.3924 -0.2278 -0.6679
-1.8292 0.8920 0.2120
1.6754 -0.3220 -0.9895
-0.0081 0.1394 0.3815
0.1086 -0.4447 -0.4408
0.4237 0.2316 -0.1588
0.2356 -0.1981 -0.5523
-0.0604 0.3088 -0.2073
-1.0246 -0.8693 0.7580
0.1565 0.2183 0.2964
-0.0447 0.3763 0.2204

Results
E_HOMO: -7.833 eV
Relative energy (zero: lowest compared OMol25 entry of this formula, charge and spin): 1.642 eV
E_LUMO: 0.016 Ha
Kohn-Sham gap: 8.264 eV